1.
Computed, not measured: 2 unconnected molecules or ions with the total composition C2H4Cl3P in a non-equilibrium geometry, with the ωB97M-V functional and the def2-TZVPD basis.

XYZ file:
```
10
Properties=species:S:1:pos:R:3:nbo_charge:R:1
C -0.79 -0.71 0.59 -0.57
C 1.51 0.57 0.30 -0.27
P -1.87 -0.36 -0.70 0.38
Cl -0.14 -2.36 0.57 -0.02
Cl 0.85 1.69 -0.85 -0.01
Cl 2.67 -0.52 -0.33 0.06
H -0.82 -0.46 1.66 0.24
H 1.62 1.17 1.14 0.20
H -1.92 1.03 -0.54 -0.01
H -1.11 -0.04 -1.84 0.01
```

electronic energy = -1800.3807 a.u.
spin multiplicity = 1
HOMO energy (spin up / spin down) = -0.318 / -0.302 Eh

---

2.
Computed, not measured: a molecular structure, C2H4Cl4F30P5V2 in a non-equilibrium geometry, with the ωB97M-V functional and the def2-TZVPD basis.

XYZ file:
```
47
Properties=species:S:1:pos:R:3:mulliken_spin:R:1
V 0.45 2.88 0.18 2.93
V 0.40 -2.46 -1.99 2.91
P 3.45 2.67 -0.59 0.00
F 2.06 2.86 -1.46 0.02
F 2.47 2.60 0.74 0.00
F 3.31 1.10 -0.81 0.00
F 4.74 2.53 0.34 0.00
F 4.32 2.74 -1.96 0.00
F 3.52 4.28 -0.45 0.00
P 2.63 -1.27 -3.58 0.00
F 2.75 0.31 -3.59 0.00
F 0.97 -1.15 -3.59 0.00
F 2.69 -1.44 -5.15 0.00
F 2.39 -2.88 -3.36 0.01
F 4.21 -1.40 -3.41 0.00
F 2.45 -1.24 -1.94 0.02
P -0.95 3.85 2.81 0.00
F 0.51 3.23 2.38 0.00
F -0.46 4.18 4.29 0.00
F -0.51 5.32 2.32 0.00
F -2.42 4.41 3.11 0.00
F -1.35 3.57 1.20 0.02
F -1.47 2.37 3.13 0.00
P -0.44 0.04 -0.24 0.01
F 0.58 0.79 -1.22 0.01
F 0.53 -1.26 -0.12 0.02
F 0.28 0.81 1.03 0.01
F -1.51 -0.63 0.70 0.00
F -1.32 1.43 -0.34 0.01
F -1.06 -0.66 -1.57 0.01
P -1.23 -4.69 -1.98 0.00
F -1.26 -3.43 -3.03 0.00
F -2.83 -4.63 -1.88 0.00
F -1.37 -5.81 -3.13 0.00
F -1.13 -5.82 -0.88 0.00
F 0.39 -4.67 -2.19 0.02
F -1.11 -3.49 -0.82 0.01
C -4.38 -0.35 1.33 0.00
Cl -4.81 -2.04 1.10 0.00
Cl -5.87 0.67 1.29 0.00
H -3.97 -0.21 2.33 0.00
H -3.73 0.03 0.56 0.00
C -0.52 -0.59 4.00 0.00
Cl 0.91 0.41 4.29 0.00
Cl -0.41 -2.14 4.87 0.00
H -1.37 0.00 4.33 0.00
H -0.54 -0.86 2.95 0.00
```

electronic energy = -8511.4195 a.u.
spin multiplicity = 7
HOMO energy (spin up / spin down) = -0.312 / -0.335 Eh
total charge = -1
expectation value of S² = 12.004

---

3.
Computed, not measured: a single C2H4ClFN2OS molecule in a non-equilibrium geometry, with the ωB97M-V functional and the def2-TZVPD basis.

XYZ file:
```
12
Properties=species:S:1:pos:R:3:nbo_charge:R:1
O -1.92 1.50 -0.62 -0.51
N -0.55 1.33 -0.61 -0.07
C 0.01 0.43 0.13 0.22
N -0.61 -0.57 0.95 -0.78
S -1.55 -1.74 0.10 0.19
C 1.47 0.43 0.00 0.19
F 2.27 0.58 1.07 -0.32
Cl 2.02 -1.12 -0.81 -0.10
H -2.35 0.84 -0.03 0.46
H 0.17 -0.94 1.49 0.39
H -0.74 -2.00 -0.93 0.11
H 1.76 1.26 -0.73 0.22
```

electronic energy = -1221.5172 a.u.
spin multiplicity = 1
structure (SMILES) = O/N=C(\NS)[C@@H](F)Cl
HOMO energy = -0.362 Eh